Molecular formula: C4H6N2
Method: DFT, wB97M-V/def2-TZVPD

CARTESIAN COORDINATES (ANGSTROEM)
N1 2.34559 0.64922 0.10677
C1 1.60010 -0.23994 -0.01703
C2 0.52024 -1.12790 -0.07211
N2 -0.58738 -0.26155 -0.27684
C3 -0.78258 1.02244 -0.29262
C4 -1.92579 0.17330 0.22026
H1 3.02833 1.43485 0.18354
H2 0.53057 -1.65683 -1.00936
H3 0.54351 -2.06843 0.60356
H4 -0.52391 1.96742 -0.51757
H5 -2.80994 -0.03400 -0.26682
H6 -1.93876 0.14143 1.33822

For the gap between HOMO and LUMO, the calculation gives 10.982 eV. As for the net charge: +2. Its spin multiplicity is 1. Its SMILES is [NH+]#CC[N+]1=CC1.



Molecular formula: C11H42O10
Method: DFT, wB97M-V/def2-TZVPD

CARTESIAN COORDINATES (ANGSTROEM)
C1 0.54476 -0.87088 -0.65667
C2 -0.01958 0.05872 0.42410
O1 -0.73996 -0.71542 1.37623
H1 1.14651 -1.63924 -0.17550
H2 1.18075 -0.23301 -1.28250
H3 -0.23561 -1.25953 -1.30842
H4 -0.62582 0.83804 -0.03598
H5 0.83427 0.51638 0.93577
H6 -0.15119 -0.93502 2.13378
C3 2.38614 2.27409 -0.86612
O2 3.51340 1.38452 -0.80222
H7 2.80787 3.27282 -0.84306
H8 1.80653 2.09173 -1.77346
H9 1.73475 2.06598 -0.01210
H10 3.20723 0.47707 -0.73213
C4 -4.17095 -0.76040 0.57746
O3 -3.36704 0.40504 0.61143
H11 -4.41361 -0.97328 -0.46663
H12 -3.64787 -1.66929 0.89319
H13 -5.07401 -0.68941 1.18456
H14 -2.60358 0.18875 1.16091
C5 3.35023 -1.57137 -2.75020
O4 2.60981 -0.82651 -3.72011
H15 2.68064 -1.99168 -1.99327
H16 3.84529 -2.42678 -3.21639
H17 4.09212 -0.92919 -2.28370
H18 2.23311 -1.49245 -4.30368
C6 -0.73161 -4.26289 1.13850
O5 -1.30218 -5.47112 1.64129
H19 -0.00336 -4.46296 0.35093
H20 -1.56062 -3.72419 0.67966
H21 -0.27436 -3.66390 1.92326
H22 -0.86372 -6.23918 1.27411
C7 0.90050 -0.35157 4.23658
O6 1.03581 -1.44272 3.29986
H23 0.73600 0.56480 3.66942
H24 0.03187 -0.43329 4.89152
H25 1.81095 -0.26071 4.82833
H26 0.77993 -2.21493 3.82121
C8 -1.87935 3.20397 1.98071
O7 -3.27273 3.18886 1.75452
H27 -1.38768 2.86870 1.06522
H28 -1.46009 4.16568 2.29771
H29 -1.63141 2.54656 2.81585
H30 -3.45513 3.58849 0.90304
C9 -3.07739 2.71508 -1.88119
O8 -2.14169 3.76548 -1.91399
H31 -2.68330 1.70712 -1.70384
H32 -3.62649 2.92005 -0.96637
H33 -3.75804 2.57518 -2.72416
H34 -1.53618 3.77919 -2.65869
C10 -0.42264 0.64667 -4.12256
O9 0.74901 1.30739 -3.61186
H35 -0.85652 0.17213 -3.23790
H36 -1.15673 1.38810 -4.42903
H37 -0.12002 -0.06412 -4.88614
H38 1.48726 0.69819 -3.74845
C11 3.02903 -0.38926 1.85090
O10 2.47873 -1.67874 1.63631
H39 2.49368 0.32444 1.21725
H40 3.02819 -0.00547 2.87606
H41 4.07346 -0.35699 1.53736
H42 1.64262 -1.69373 2.11928

For the gap between HOMO and LUMO, the calculation gives 9.867 eV. As for the net charge: 0. Its spin multiplicity is 1. Its SMILES is CCO.CO.CO.CO.CO.CO.CO.CO.CO.CO.



Molecular formula: C5H10N2S
Method: DFT, wB97M-V/def2-TZVPD

CARTESIAN COORDINATES (ANGSTROEM)
N1 1.94666 0.18519 0.31630
C1 0.77016 0.80891 -0.20299
C2 -0.49282 0.70263 0.63506
C3 -0.53411 -0.21288 1.82115
S1 -0.74665 -1.91830 1.22810
C4 -0.22646 -1.54741 -0.47903
C5 -0.36964 -0.04977 -0.69635
N2 -1.00094 0.31311 -1.95318
H1 2.58328 0.02741 -0.46344
H2 2.40973 0.83226 0.98148
H3 0.81242 1.76258 -0.74323
H4 -1.12307 1.60916 0.61891
H5 -1.34885 0.03778 2.50547
H6 0.32719 -0.13352 2.47004
H7 -0.86337 -2.01878 -1.25065
H8 0.78342 -1.93846 -0.67275
H9 -2.02377 0.24950 -1.87510
H10 -0.90318 1.29058 -2.23979

For the gap between HOMO and LUMO, the calculation gives 9.076 eV. As for the net charge: 0. Its spin multiplicity is 1. Its SMILES is N[C@@H]1[C@@H]2CSC[C@]12N.



Molecular formula: C5H9O3Pm
Method: DFT, wB97M-V/def2-TZVPD

CARTESIAN COORDINATES (ANGSTROEM)
H1 0.62422 -1.53269 0.12139
O1 0.63569 0.63562 -0.79629
O2 0.11466 -1.16863 -1.93072
C1 0.13263 -0.70152 -0.69639
O3 -1.09559 -0.66286 -0.06719
C2 0.96729 1.36255 0.39231
C3 1.48439 2.72700 0.00899
H2 0.06301 1.43480 1.01114
H3 1.72847 0.78641 0.93748
H4 0.70828 3.31372 -0.50050
H5 1.78112 3.26574 0.91797
H6 2.36266 2.64460 -0.64580
Pm1 0.91244 0.42356 -3.22585
C4 -1.32535 -2.02536 0.63282
C5 -2.53790 -2.56312 0.76677
H7 -0.48476 -2.41720 1.21402
H8 -2.63078 -3.56645 1.18095
H9 -3.44048 -1.95618 0.67891

For the gap between HOMO and LUMO (spin up / spin down), the calculation gives 3.747 / 5.276 eV. As for the net charge: +2. The expectation value of S² is 6.03. Its spin multiplicity is 5.



One value per record, in order, for energy above the lowest of the compared OMol25 structures with the same formula, charge and spin: 3.429, 3.814, 1.193, 2.446 eV.